w:
13
Properties=species:S:1:pos:R:3 method="wB97M-V/def2-TZVPD" homo_ev=-9.15 homo_lumo_gap_ev=9.901 smiles="[H]/N=C/NC.O"
C 1.2372 -1.3405 1.3316
N 1.0129 -0.2604 0.3645
C 0.7235 -0.5827 -0.9535
N 0.6932 0.2730 -1.8981
H 0.3039 -1.4578 1.8878
H 1.4150 -2.3320 0.9363
H 1.9451 -1.1381 2.1370
H 1.8092 0.3511 0.5150
H 0.2364 -1.5526 -1.1346
H 0.8290 -0.2781 -2.7425
H -2.8016 1.6627 -0.1580
H -2.4461 1.2970 1.1911
O -3.0919 1.8513 0.7483

---

x:
13
Properties=species:S:1:pos:R:3 method="wB97M-V/def2-TZVPD" homo_ev=-7.62 homo_lumo_gap_ev=8.339
C -1.5643 -0.3793 -0.2163
C 0.5630 0.2384 -0.3815
N 0.1411 -0.7662 0.4542
N 2.2471 0.0054 0.1866
O -2.1998 0.7071 0.3727
H -1.9919 1.5120 -0.1144
H 0.0705 -0.4170 1.4093
H 2.7235 -0.8464 -0.0963
H 2.5822 0.3785 1.0735
H -2.0027 -1.2884 0.1821
H -1.6324 -0.4046 -1.3072
H 0.4217 1.2926 -0.1318
H 0.6419 -0.0321 -1.4310

---

y:
13
Properties=species:S:1:pos:R:3 method="wB97M-V/def2-TZVPD" homo_ev=-9.67 homo_lumo_gap_ev=10.703 smiles="NC=O.CN"
C 1.9874 -0.3397 0.5910
N 0.7051 -0.8368 -0.0308
H 2.3838 0.5013 -0.1172
H 1.7024 0.1929 1.4925
H 2.7807 -1.0831 0.6725
H -0.0100 -1.1986 0.7028
H 0.9087 -1.6903 -0.4588
C -2.1929 0.7582 0.0819
N -1.2707 0.9485 -0.9891
O -1.7983 0.5539 1.2545
H -3.1836 0.7949 -0.3070
H -0.3626 0.4016 -0.9308
H -1.6499 0.9973 -1.9616

---

What is the stability order? It is y, w, x, from most stable to least stable.

---

w:
16
Properties=species:S:1:pos:R:3 method="wB97M-V/def2-TZVPD" homo_ev=-9.38 homo_lumo_gap_ev=10.309
C 1.7791 -0.8200 -0.0781
C 0.3553 -0.1387 -0.1042
C 0.3065 1.4286 -0.3123
C -0.8463 -0.3942 0.9005
C -1.7710 -0.4312 -0.3753
H 2.4309 -0.3432 0.7226
H 2.4301 -0.5225 -0.9270
H 1.6968 -1.9339 0.1019
H 0.3152 2.0620 0.7924
H 1.1715 1.6037 -0.9809
H -0.7624 1.6179 -0.7549
H -0.6330 -1.3680 1.3932
H -1.0712 0.4212 1.6697
H -2.2694 0.8469 -0.3780
H -2.7084 -1.3371 -0.5063
O -0.4239 -0.6914 -1.1631

---

x:
16
Properties=species:S:1:pos:R:3 method="wB97M-V/def2-TZVPD" homo_ev=-7.88 homo_lumo_gap_ev=8.688
C -0.8033 1.1700 -0.7150
C -0.1253 -0.0198 -0.0743
C -1.0744 -1.1773 0.2239
C 0.8600 0.2633 1.0764
O 1.9266 -0.5892 0.7232
C 1.7730 -0.5572 -0.6588
H -1.3676 0.8862 -1.6120
H -0.0805 1.9458 -0.9887
H -1.5218 1.6163 -0.0073
H -1.6541 -1.4795 -0.6576
H -0.5280 -2.0489 0.6018
H -1.7896 -0.8657 1.0030
H 0.4929 0.0093 2.0799
H 1.1741 1.3206 1.0612
H 0.7259 -0.9101 -0.9887
H 1.9922 0.4364 -1.0669

---

What is the stability order? It is w, x, from most stable to least stable.

---

w:
16
Properties=species:S:1:pos:R:3 method="wB97M-V/def2-TZVPD" homo_ev=-9.89 homo_lumo_gap_ev=10.991 smiles=C[C@H]1C[C@@H](O)C1
C 1.9465 0.0713 -0.3957
C 0.6453 0.1401 0.3567
C -0.5139 0.9624 -0.2176
C -1.4277 -0.1925 0.4441
O -2.5559 -0.4742 -0.3431
C -0.2351 -1.1224 0.3980
H 2.4204 1.0553 -0.4540
H 1.7838 -0.2947 -1.4168
H 2.6308 -0.6179 0.1072
H 0.7919 0.4923 1.3815
H -0.4684 0.9777 -1.3336
H -0.6091 2.0181 0.0902
H -1.7388 0.0909 1.4583
H -2.3444 0.3788 -0.7305
H -0.0993 -1.8296 1.2176
H -0.2261 -1.6556 -0.5621

---

x:
16
Properties=species:S:1:pos:R:3 method="wB97M-V/def2-TZVPD" homo_ev=-9.58 homo_lumo_gap_ev=10.722 smiles=C[C@H]1CCCO1
C 1.9363 0.0914 0.4957
C 0.6641 0.5938 -0.1610
C -0.0985 -0.4594 -1.0000
C -1.5377 -0.2261 -0.5381
C -1.2787 0.0505 0.9346
O -0.2373 1.0106 0.8780
H 2.4344 0.9128 1.0197
H 2.6321 -0.3389 -0.2320
H 1.6763 -0.6754 1.2344
H 0.8758 1.4742 -0.7810
H 0.0478 -0.3291 -2.0772
H 0.2311 -1.4749 -0.7379
H -2.2477 -1.0256 -0.7680
H -1.9062 0.7121 -0.9686
H -0.9426 -0.8631 1.4576
H -2.1221 0.4736 1.4856

---

What is the stability order? It is x, w, from most stable to least stable.

---

w:
16
Properties=species:S:1:pos:R:3 method="wB97M-V/def2-TZVPD" homo_ev=-8.73 homo_lumo_gap_ev=9.574
O -0.7616 -0.9324 1.9993
C 0.0057 0.1620 1.6953
C 0.5175 0.2921 0.3227
C 0.9012 -0.7939 -0.7251
C 0.1004 -0.0316 -1.8067
C -0.6664 0.6375 -0.5651
H -1.1878 -1.2507 1.1899
H -0.8941 1.5056 1.4442
H 0.6437 0.3922 2.5472
H 1.2508 1.1097 0.3129
H 0.4629 -1.7703 -0.4900
H 1.9785 -0.9024 -0.8682
H 0.7317 0.6445 -2.3877
H -0.4739 -0.6615 -2.5034
H -1.5084 -0.0502 -0.3804
H -1.1001 1.6495 0.2150

---

x:
16
Properties=species:S:1:pos:R:3 method="wB97M-V/def2-TZVPD" homo_ev=-9.73 homo_lumo_gap_ev=10.918 smiles=COCC1CC1
C 2.6480 -0.3302 0.0312
O 1.3851 -0.0204 -0.4983
C 0.3837 0.0906 0.4863
C -0.8547 0.6620 -0.1417
C -2.2015 0.2452 0.3751
C -1.7350 -0.2230 -0.9742
H 2.5761 -1.0198 0.8857
H 3.2275 -0.8150 -0.7586
H 3.1831 0.5727 0.3620
H 0.1659 -0.9054 0.9130
H 0.7196 0.7314 1.3199
H -0.7498 1.6932 -0.4711
H -2.9845 0.9962 0.4203
H -2.2313 -0.4795 1.1853
H -1.4386 -1.2630 -1.0854
H -2.2015 0.2067 -1.8561

---

y:
16
Properties=species:S:1:pos:R:3 method="wB97M-V/def2-TZVPD" homo_ev=-9.46 homo_lumo_gap_ev=10.316 smiles="C=CCO.C=C"
O 1.7159 -0.6571 0.4279
C 1.2923 0.6810 0.5912
C 0.0108 0.7348 1.3656
C -0.5888 -0.3129 1.9174
C -1.5789 -0.5605 -1.4915
C -0.4595 -0.2606 -2.1388
H 2.6191 -0.6401 0.0917
H 1.1273 1.1625 -0.3870
H 2.0562 1.2739 1.1210
H -0.4313 1.7280 1.4414
H -1.5279 -0.2059 2.4526
H -0.1631 -1.3082 1.8352
H -1.5879 -1.2970 -0.6939
H -2.5258 -0.0792 -1.7216
H 0.4803 -0.7409 -1.8792
H -0.4387 0.4822 -2.9320

---

What is the stability order? It is x, y, w, from most stable to least stable.